# C62H166Br8N21O11P7

A 15-piece molecular cluster, C62H166Br8N21O11P7 overall at a distorted geometry (ωB97M-V/def2-TZVPD, OMol25).

HOMO level: -7.95 eV
F_max: 0.0782 hartree/bohr
orbital gap: 8.11 eV

Geometry as XYZ:
```
275
Properties=species:S:1:pos:R:3:forces:R:3:lowdin_charge:R:1
Br 6.0875 1.5926 0.3727 0.1477 -0.3141 -0.2163 0.74
Br 0.9613 7.3643 -0.6142 -0.5555 -0.6177 -0.3338 0.64
Br -3.4083 -3.8622 -1.6256 -0.8422 0.6453 -0.4001 0.63
Br 3.3686 4.8616 2.7045 0.0424 -0.0512 0.3939 0.69
Br -5.1702 0.2323 -2.9764 0.9228 -0.6159 -0.2684 0.61
Br -0.2179 7.6511 3.9985 0.5670 -0.2420 -0.2024 0.62
Br 4.4833 -2.5573 1.7655 0.1215 0.2448 -0.3145 0.69
Br -2.5856 4.5782 -2.0704 0.8436 0.4502 0.6005 0.68
P 4.6155 4.7547 -4.0073 -0.1554 2.1190 0.0999 0.57
P -0.5308 -2.4941 -6.0690 -0.2647 0.4274 -0.8542 0.66
P 0.3971 0.2961 -0.2413 -1.5170 0.5654 0.1410 0.63
P -4.9012 -1.1271 4.4411 -3.7022 -0.2441 -1.5543 0.63
P -1.8738 -8.3811 1.3494 1.0046 -0.7390 0.9195 0.65
P -0.8495 4.3924 -6.1894 -2.4082 -0.0109 -2.0031 0.64
P 4.5437 -0.4776 6.7191 0.7264 0.1192 -0.3038 0.62
O -0.0405 4.4156 -4.9559 0.1152 -0.8102 -0.1873 -0.28
O 4.6520 0.0308 8.1325 -0.4660 -0.9239 -1.7293 -0.31
O 1.4303 0.0840 -1.3067 -1.0614 0.3302 0.7337 -0.29
O 5.6857 4.8436 -5.0535 -1.2015 -1.1282 0.7924 -0.30
O 0.1208 -4.1620 5.7993 -1.0896 0.3682 0.5627 0.01
O -3.7257 -0.6190 5.1562 -0.0820 0.6263 0.4318 -0.28
O -0.0943 3.2145 5.6635 -1.3606 -0.6134 -0.5031 0.03
O 6.5285 -1.5447 -2.9072 -0.7362 -0.3858 0.3345 0.05
O -2.0268 -8.3372 -0.1524 -0.3417 0.2126 2.3263 -0.31
O -2.0421 -2.2617 -6.0176 2.8577 -0.1605 -0.1187 -0.33
O -3.3847 3.7576 1.8725 0.2286 0.3445 0.4729 0.04
N -5.0777 -0.4451 2.8776 0.9219 -0.3656 -0.4258 -0.28
N -6.5096 -0.7472 5.1153 1.7846 -2.1056 -0.0151 -0.29
N 3.4960 -1.7723 6.4702 0.2041 -0.7213 0.6684 -0.28
N -0.7205 -9.5948 1.9149 -1.1567 1.3354 0.5201 -0.32
N 6.0817 -1.0260 6.0184 -0.0946 0.4861 -0.4745 -0.28
N -4.9365 -2.8162 4.2113 -2.1882 1.1806 0.3303 -0.30
N 3.4223 3.5601 -4.1791 -1.1180 0.8956 0.4142 -0.27
N -1.5697 5.9323 -6.4862 -1.3999 -1.6958 -0.5487 -0.32
N -0.0138 4.0397 -7.6344 1.1255 0.1301 1.2657 -0.30
N -0.1193 -3.5272 -7.4316 1.3175 -0.2535 2.1130 -0.30
N 3.8024 6.2618 -3.8519 0.7482 -0.3171 2.4228 -0.30
N -1.2081 0.6540 -0.7741 1.2178 -0.4475 -1.6696 -0.28
N 0.8167 1.5825 0.7684 -0.7968 -1.9652 1.2539 -0.28
N -1.2264 -6.9145 1.9592 0.6553 -1.6643 0.9705 -0.32
N 0.4033 -1.1027 -6.3660 -0.0682 1.8133 -0.9918 -0.28
N 0.0130 -1.0167 0.7650 -0.4699 1.6607 -0.3923 -0.32
N 5.2248 4.5151 -2.4750 0.2049 0.4323 0.0658 -0.28
N -2.2089 3.2821 -6.1891 1.3920 0.7273 1.1317 -0.28
N 3.9547 0.7357 5.6805 -0.2068 -1.6746 0.5666 -0.29
N 0.2178 -3.0096 -4.5956 0.6740 0.4575 -1.4045 -0.30
N -3.3075 -8.6422 2.2608 0.0977 -1.1370 -1.0216 -0.31
C 0.0101 -4.3705 -4.1746 -1.4614 -1.0452 -1.1014 -0.13
C -1.0342 -3.6454 -8.5246 -1.3390 -0.2900 -0.0441 -0.16
C -0.6719 6.9690 -6.8379 1.1924 -0.1017 -0.8263 -0.14
C 2.3647 3.3809 -3.1575 -0.0060 0.9513 0.3180 -0.11
C -7.7766 -1.3396 4.5178 1.1605 1.6084 0.2967 -0.10
C 4.4395 4.8120 -1.2445 0.6004 -1.4621 -0.6397 -0.11
C 5.7120 -1.1003 1.2198 0.1629 -0.7054 0.3465 -0.62
C -1.4490 -5.7240 1.1968 0.7775 -0.5454 -1.5727 -0.15
C -0.5127 4.2183 -8.9840 -0.5006 0.2181 0.4344 -0.12
C -5.5743 -3.6880 5.1977 0.1704 0.2609 0.5977 -0.10
C -3.7477 4.7365 2.5021 -1.2427 -0.5800 -0.8759 -0.51
C 1.8865 -1.0789 -6.6820 -1.7310 -0.2927 0.6713 -0.09
C -0.8318 -6.6683 3.3655 -0.3709 -0.5903 -0.8550 -0.10
C -1.7002 -4.2771 7.3405 0.1960 0.9066 -0.4080 0.00
C 3.8318 2.2569 -4.6078 0.8860 0.2440 -0.5700 -0.13
C 6.7185 -2.2480 6.5844 -0.9927 -0.0157 1.0231 -0.13
C -4.9653 4.6648 3.3742 -0.0158 -0.5769 -0.1000 -0.01
C 1.4311 3.7275 -7.5130 -0.5618 -0.0761 0.2433 -0.10
C -2.3360 2.2916 -5.1008 1.1011 0.2034 -0.4304 -0.14
C 4.9320 0.0560 0.6593 -0.3888 -0.0244 0.8068 -0.69
C 3.1687 -2.3272 5.1569 -0.0548 0.8475 -0.4655 -0.13
C -0.3125 6.3263 -1.7134 -1.3552 1.0470 -0.5056 -0.68
C -5.7704 -1.1575 1.7796 -0.1148 0.5369 0.8557 -0.10
C 7.1070 0.0605 5.8560 -0.9421 0.0318 0.0599 -0.11
C 1.0671 6.1528 3.9530 1.3531 0.2977 -0.3565 -0.64
C -0.0295 1.9118 1.9307 -0.3458 0.8657 -1.3792 -0.10
C -3.8730 -3.4340 3.4996 1.5939 0.6976 -0.5796 -0.12
C -3.9333 -1.3593 -3.0075 -0.1297 -0.1341 0.5910 -0.60
C 1.0020 -1.4109 1.7037 1.5614 0.0981 -0.5078 -0.15
C 4.6269 7.4595 -3.3939 0.0683 -1.6636 -0.7650 -0.08
C 4.2207 -2.0741 -2.3192 0.7766 -0.0197 -1.1862 -0.01
C 1.1196 -4.4079 -7.4706 -1.4646 1.7419 0.8003 -0.07
C 0.6585 -9.3210 1.5445 -0.3784 0.3831 0.6956 -0.13
C -2.5714 6.3726 -5.5263 0.6747 -0.6851 0.5819 -0.12
C 5.1051 -1.6248 -4.8069 -0.4697 -0.8904 0.8532 -0.02
C 0.2654 -2.0895 -3.4628 -0.3905 0.1172 -0.3348 -0.12
C 2.3528 6.4659 3.1205 -1.3165 0.0519 0.0515 -0.65
C -1.4388 1.0560 -2.1851 1.9111 -0.7915 0.4356 -0.12
C 6.2350 3.4536 -2.4539 0.6089 0.1457 0.4842 -0.16
C -2.3181 0.8930 0.0665 -1.1351 0.0953 1.0219 -0.15
C -4.6059 -2.3206 -2.0466 -0.2484 0.2218 -0.0472 -0.68
C -6.5870 0.5026 5.8964 0.4084 -0.8706 -0.9776 -0.12
C -0.8134 2.2925 5.2605 2.8791 0.5925 0.9351 -0.47
C 2.5553 -2.1274 7.5666 1.0146 0.6641 0.2048 -0.08
C -0.8679 -3.5829 6.2631 1.8313 -2.2484 -0.4422 -0.47
C 5.3953 -1.7626 -3.2886 0.4701 0.8185 -0.4328 -0.44
C -1.1714 -2.2307 5.7534 0.0178 -0.1157 0.2656 -0.04
C 2.6855 6.6078 -4.6886 0.8999 -0.0729 -0.6319 -0.14
C 4.0150 0.6125 4.2537 0.9522 -0.2864 -0.8037 -0.15
C -4.6047 -8.5135 1.5630 1.2577 0.9290 -0.4654 -0.11
C -0.9521 -11.0347 2.0327 -1.3702 0.7850 -1.3102 -0.13
C -3.4541 -8.9831 3.6770 1.2061 -0.5858 -0.7077 -0.12
C -3.2645 3.2046 -7.1660 -0.1894 0.6190 -0.4777 -0.13
C -0.2288 0.1610 -7.0142 0.7043 -1.5785 2.4539 -0.06
C -0.9987 5.2025 -1.0104 0.6447 -1.5479 0.2278 -0.61
C -0.2077 0.9000 5.3388 -0.5798 -0.0525 0.1645 -0.01
C 1.9445 2.4384 0.5793 0.3894 -0.9669 -0.7489 -0.14
C 3.5469 2.0299 6.1752 1.1671 0.4776 0.6000 -0.11
C -2.1150 2.5153 4.6079 -0.1094 -0.7237 0.4787 -0.02
C -0.7126 -2.1554 0.2288 -0.1115 1.1299 -0.0491 -0.12
C -3.1364 6.0644 2.2973 1.6252 -0.1184 0.0434 -0.03
C -5.0714 1.0451 2.7354 0.4227 -1.0301 0.3348 -0.09
H 4.9426 -2.6313 -5.1925 -0.1152 -0.2986 0.0307 0.08
H -0.3641 -7.5521 3.7992 -0.4460 -0.1605 0.1091 0.07
H 2.4966 -3.1829 5.2205 0.5006 -0.2772 0.2842 0.07
H -1.2089 6.9146 -1.9093 0.6377 1.1748 -0.2070 0.04
H 7.7855 -2.3822 6.4071 -0.0688 0.6868 -0.4683 0.07
H 5.9359 -1.2375 -5.3968 -0.1013 0.3990 0.4627 0.08
H 4.4232 2.6689 6.0661 -0.0896 0.7125 -0.1299 0.08
H -4.9057 -1.8794 -1.0961 0.6557 0.0566 0.0363 0.01
H -2.0263 -1.7932 6.2690 0.2981 0.4517 -0.3886 0.07
H 1.5789 3.3636 -6.4963 0.4430 0.1625 -0.0691 0.05
H 0.6794 -9.4020 0.4577 1.0643 0.1423 -0.0088 0.09
H 3.0414 7.1152 3.6612 -0.2729 0.1389 -0.3562 0.06
H -5.5656 -2.5518 -2.5087 0.2230 -1.0655 0.0156 0.06
H 4.1488 -1.1257 -4.9631 0.2591 0.3512 -0.0502 0.04
H 1.7776 -1.8811 1.0992 0.2952 -0.9246 0.5206 0.03
H -1.3540 0.1611 -2.8016 0.0005 0.0461 -0.3362 0.05
H -3.8552 -3.1469 2.4483 -0.3003 -0.3258 -0.2715 0.07
H -5.7959 -4.6756 4.7932 0.1808 0.0678 -0.2992 0.09
H 5.2793 7.2244 -2.5530 -0.1984 -0.3746 0.0329 0.07
H -0.4999 0.3465 6.2312 -0.5162 0.3106 0.1222 0.08
H 2.6917 1.8014 0.1059 0.4098 0.4734 -0.2542 0.06
H -6.8508 -1.0948 1.9097 -0.2520 -0.0171 -0.1484 0.06
H -1.3101 -2.3104 4.6752 -0.3382 0.0945 0.0580 0.07
H -0.9786 3.3201 -9.3895 -0.0203 -0.2020 0.0170 0.08
H 0.5977 -2.0646 2.4765 0.1440 0.0674 0.0996 0.09
H -0.7061 -11.5786 1.1207 0.8968 0.0379 -0.2263 0.08
H -1.3376 -2.5428 1.0334 -0.1821 -0.2536 -0.1384 0.07
H 7.1678 0.6343 6.7807 0.3824 0.1001 0.0585 0.08
H 2.6894 2.8325 -2.2733 0.3851 -0.2657 -0.0661 0.06
H 1.4728 2.8726 -3.5238 0.2477 -0.1328 -0.5843 0.07
H -0.4220 -11.4688 2.8804 -0.3800 0.0322 0.1085 0.08
H -2.9799 2.6045 -4.2788 0.0063 0.0939 -0.0204 0.03
H 6.3472 -1.5693 0.4685 0.0296 0.2261 0.0797 0.06
H -5.7607 4.2122 2.7821 -0.1863 0.3574 -0.2142 0.09
H 7.0243 3.6224 -1.7214 -0.0922 0.4514 0.4253 0.06
H -3.7701 6.7915 1.7896 -0.0745 -0.1730 0.0104 0.11
H -0.0326 7.1794 -5.9805 0.3236 0.5883 -0.0295 0.08
H 6.2667 -3.1941 6.2862 -0.4107 0.2421 -0.3848 0.07
H -5.3898 -9.2100 1.8574 0.2727 -0.0446 0.4046 0.08
H 1.0075 -5.2889 -6.8388 -0.0236 -0.2498 -0.3429 0.06
H -6.7908 1.2899 5.1706 -0.5292 0.5469 0.5271 0.06
H 4.7816 1.2997 3.8959 -0.1491 0.5036 -0.5192 0.08
H -2.4690 -5.6904 0.8140 -0.1785 0.7734 0.2963 0.05
H 0.4900 2.5263 2.6659 0.5437 -0.6229 0.2699 0.08
H -0.0660 -5.8970 3.4478 -0.0998 0.1998 -0.3080 0.07
H 4.2143 1.6647 -3.7765 -0.2296 -0.3650 0.2255 0.07
H -1.6208 -2.7396 -8.6778 0.2861 0.2375 -0.0329 0.07
H -1.1230 -4.3408 8.2629 0.0890 0.2432 0.0376 0.09
H -4.4273 -8.6330 0.4942 -0.0886 0.0163 -0.0116 0.07
H -3.8522 -4.5187 3.6047 -0.1515 0.1354 -0.0063 0.09
H -0.8157 -5.8581 0.3199 -0.1078 0.4830 -0.5238 0.08
H -4.7961 3.8825 4.1140 0.0821 0.3756 0.5356 0.08
H 2.4482 -1.5713 -5.8882 -0.1188 -0.2620 -0.2482 0.04
H 0.5511 5.3088 3.4955 -0.0225 0.0434 0.5269 0.04
H -5.0253 1.3542 1.6911 -0.0045 -0.3500 -0.0943 0.08
H -0.5309 1.0334 2.3370 0.1727 0.1191 0.0712 0.07
H 1.7646 -2.7931 7.2207 0.1042 0.2314 -0.1440 0.06
H 1.9821 4.3317 -2.7864 0.1708 0.2676 -0.1549 0.06
H -8.1889 -0.5946 3.8373 -0.4145 0.2206 0.0983 0.07
H -2.0195 6.8034 -4.6908 -0.1880 0.1184 0.5274 0.06
H -2.4893 -9.2969 4.0753 0.2134 0.5264 0.1384 0.07
H 0.3110 0.9663 -6.5160 0.1077 0.2976 -0.3318 0.05
H 2.9587 1.7950 -5.0688 0.2631 -0.4480 -0.2081 0.07
H -3.3547 2.1787 -7.5230 -0.1198 -0.0309 -0.1190 0.08
H 1.3301 -4.6488 -8.5126 0.0804 -0.0529 0.1962 0.08
H -1.8004 -4.4000 -8.3465 -0.1066 -0.3664 0.0054 0.08
H 0.1490 6.1344 -2.6821 0.1462 -0.4593 0.3181 0.04
H -2.0368 2.1216 3.5946 0.0232 0.7659 -0.3768 0.07
H 0.5895 -5.0444 -4.8058 0.1857 -0.1952 0.4207 0.06
H -1.9168 -5.3128 7.0785 -0.2100 0.1944 -0.2559 0.08
H -3.8657 -1.7761 -4.0124 -0.2232 0.3000 -0.0494 0.06
H 1.5505 -0.5495 2.0848 -0.3923 0.1476 0.5916 0.06
H -5.9550 1.5121 3.1706 -0.1581 0.0134 0.1180 0.06
H -4.8696 -7.4699 1.7326 -0.9452 -0.0334 -0.1244 0.07
H -4.2279 3.5468 -6.7881 -0.2581 -0.2773 0.5107 0.08
H -2.9390 -3.0045 3.8619 0.4060 -0.5113 0.1324 0.05
H 2.7034 2.4841 5.6554 -0.0956 -0.3364 -0.1339 0.07
H 0.8741 0.9668 5.4539 0.0201 0.0862 -0.5591 0.07
H -2.8239 1.7932 5.0130 -0.3428 0.1876 0.4593 0.07
H -5.2437 5.6455 3.7601 -0.0935 -0.3367 0.2714 0.09
H 3.4800 -2.6715 -2.8507 -0.0783 -0.0995 0.1233 0.07
H -4.0153 -9.9132 3.7668 -0.6059 0.1838 0.0311 0.08
H 2.0574 5.7253 -4.8101 -0.2439 0.2781 -0.2562 0.04
H -1.3268 2.0590 -4.7609 -0.0052 0.3956 0.5900 0.06
H 0.9636 -2.4480 -2.7064 0.2426 0.0439 -0.2105 0.07
H 1.3823 6.0453 4.9909 -0.5064 -0.5676 -0.1564 0.05
H -0.0985 0.2378 -8.0936 -0.3469 -0.2636 0.0106 0.08
H -2.4351 0.0792 0.7821 -0.0955 0.1386 0.4128 0.08
H -2.3208 1.8686 0.5526 0.1774 -0.0377 0.3798 0.05
H -4.8896 -3.8016 6.0382 -0.0130 -0.3415 0.2993 0.08
H -2.3953 1.5246 -2.4170 0.2872 0.2028 0.6139 0.02
H 3.0970 -2.6081 8.3813 0.0130 -0.2828 -0.0423 0.08
H -3.2621 7.1421 -5.8710 0.0245 -0.2086 -0.5098 0.09
H -7.2791 0.4337 6.7357 -0.2584 0.1086 -0.2380 0.08
H -5.5970 0.6990 6.3079 0.0112 -0.0424 0.0312 0.07
H -0.2174 -1.7095 5.8317 -0.2313 0.3831 0.3164 0.07
H 6.8036 3.4273 -3.3834 -0.4555 0.0576 -0.2374 0.08
H 2.1806 -1.2095 8.0197 -0.5141 -0.0260 -0.1023 0.07
H -6.5121 -3.3138 5.6084 0.1694 0.3226 -0.2363 0.06
H 1.7725 2.9660 -8.2142 -0.4856 -0.3548 -0.0576 0.08
H -4.1707 1.4560 3.1914 -0.1840 -0.0408 0.1333 0.05
H 4.3496 -0.3506 3.8683 0.2459 -0.2718 0.6798 0.03
H -2.5715 -3.6408 7.4959 -0.2960 -0.5267 0.2962 0.07
H -0.5667 0.3076 4.4973 0.3662 -0.1610 -0.0658 0.07
H -0.7174 -2.1140 -2.9920 -0.2367 0.4244 0.2997 0.05
H 2.3255 2.7690 1.5456 -0.1222 0.1942 -0.3020 -0.01
H 2.0846 4.5727 -7.7292 -0.1012 0.3913 0.2822 0.08
H 1.6599 3.2361 -0.1068 0.4736 0.5817 0.2144 0.07
H -0.7632 2.6224 1.5501 -0.6113 -0.0623 0.3186 0.06
H 0.2964 4.4997 -9.6580 0.0352 0.1728 0.0932 0.08
H 2.0885 -1.4961 -7.6685 0.1227 -0.1962 -0.0103 0.08
H 3.9730 3.8919 -0.8926 0.0011 -0.2395 0.2003 0.03
H -1.1408 7.8649 -7.2450 -0.3606 0.0255 0.4001 0.09
H 3.7310 -1.1361 -2.0574 -0.0568 0.0888 0.0244 0.06
H -5.5162 -2.2166 1.7370 0.1586 0.1781 -0.0113 0.06
H 0.0876 -4.6182 -3.1159 0.7060 0.5853 -0.0100 0.09
H -1.3730 5.4744 -0.0234 -0.0222 0.0390 -0.3263 0.02
H 4.3852 -0.3048 -0.2118 0.1950 0.6571 -0.2045 0.04
H 5.1358 5.1026 -0.4578 -0.1806 0.5204 0.0152 0.08
H -5.5309 -0.6531 0.8435 0.1612 -0.1470 -0.0583 0.06
H -7.6711 -2.2167 3.8793 0.6859 -0.1205 0.4447 0.07
H -3.1471 3.8748 -8.0176 0.6035 -0.1071 -0.0565 0.07
H 0.9703 -8.3695 1.9752 -0.1131 0.4356 -0.7680 0.07
H 4.2432 0.5083 1.3728 -0.1919 -0.5920 0.0230 0.01
H 3.0827 0.7209 3.6995 -0.4281 0.6534 0.3306 0.07
H -2.3777 3.5612 4.7666 -0.2752 -0.2024 -0.5208 0.09
H 4.5730 -2.5926 -1.4275 0.0264 0.0908 -0.0732 0.06
H -2.9223 -1.1041 -2.6899 -0.3284 0.4892 0.0711 0.02
H 2.0433 6.7964 2.1290 0.3073 0.4792 0.2613 -0.02
H -8.4841 -1.5500 5.3199 -0.0118 0.0003 -0.0173 0.08
H 4.6822 2.3974 -5.2749 -0.2049 -0.3638 -0.4764 0.08
H 2.6130 -1.6311 4.5287 -0.4737 0.4956 0.1073 0.05
H 2.1457 7.4787 -4.3168 -0.2086 -0.1907 0.3881 0.07
H -1.0371 -4.6006 -4.3709 -0.3174 -0.4657 -0.0373 0.07
H -1.0350 -4.8478 1.6958 -0.6563 0.0233 0.2159 0.07
H 6.6101 -2.2149 7.6685 0.1477 -0.1099 0.2985 0.07
H 3.3638 2.0069 7.2495 -0.2225 -0.2397 -0.1196 0.08
H 6.8751 0.7532 5.0470 -0.5494 0.0359 0.0077 0.06
H 4.0215 8.3130 -3.0887 -0.3539 -0.2374 -0.2910 0.07
H -0.3355 4.3422 -0.9198 -0.2838 -0.2357 0.0919 0.04
H -2.0292 -11.1838 1.9573 -0.2280 -0.1946 1.1406 0.07
H 1.3093 -9.9889 2.1087 0.0094 -0.5890 -0.5619 0.08
H -1.2678 5.0037 -8.9520 -0.0282 0.0846 -0.3563 0.07
H 5.2985 7.7060 -4.2162 -0.0276 0.4865 -0.0866 0.08
H -0.5586 1.6622 -2.3991 -0.4349 0.5196 -0.8714 0.07
H -0.0769 6.5874 -7.6676 0.4944 0.1807 0.0999 0.07
H 5.8820 2.4528 -2.2048 -0.4712 0.0105 -0.2823 0.01
H -3.2437 0.9465 -0.5066 -0.0159 -0.4092 -0.3211 0.06
H 3.5957 5.4759 -1.4322 0.5690 0.4320 -0.0490 0.05
H -2.6458 1.3033 -5.4402 -0.5819 0.1711 -0.4883 0.07
H -0.0249 -2.9233 -0.1253 -0.0414 -0.1972 -0.1950 0.09
H -3.8827 -8.1721 4.2658 -0.0869 -0.0292 0.0554 0.08
H -1.2287 0.2280 -6.5856 -0.2125 -0.1139 -0.8834 0.04
H 6.2650 -0.9302 2.1436 -0.0042 0.3898 -0.2839 0.05
H -3.0868 5.4786 -5.1753 -0.3342 0.2725 0.1184 0.05
H -1.7220 -6.3380 3.9009 0.1031 -0.0767 0.5937 0.07
H 2.1888 -0.0317 -6.6914 -0.0007 -0.0106 0.0345 0.06
H -2.7587 6.4864 3.2286 -0.3660 0.1244 0.1818 0.04
H 3.1519 6.9326 -5.6187 -0.6551 -0.0048 -0.7998 0.08
H 0.5328 -1.0820 -3.7814 -0.0549 -0.1028 0.1443 0.07
H 1.8971 -3.7828 -7.0313 0.4093 -0.3481 -0.2072 0.05
H -0.5443 -3.9229 -9.4579 0.3036 0.2062 0.0779 0.08
H -2.2336 5.8168 1.7390 -0.0407 0.6033 -0.3456 0.06
H 8.0868 -0.3112 5.5561 -0.1408 -0.4676 0.3827 0.07
H 4.0379 -2.4868 4.5188 0.2471 -0.5812 0.5252 0.01
H -1.3175 -1.7315 -0.5728 -0.2032 -0.6516 -0.0690 0.04
```
Positions in Å, forces in eV/Å.